# 1
Density functional theory data (the ωB97M-V functional and the def2-TZVPD basis) for one molecule with the formula C9H8N2O2.

Orbital gap = 7.6 eV
SMILES = Nc1cc(O)c(O)c2cccnc12
Net charge = 0
DFT total energy = -607.6007 a.u.

Each line ends with the Mulliken charge.
Positions of all 21 atoms, in Å:
C (0.679, -1.072, -1.075)  -0.378
C (1.283, -1.591, 0.074)  -0.377
C (1.459, -1.134, 1.372)  0.130
C (0.823, 0.065, 1.549)  0.530
C (0.029, 0.727, 0.522)  0.084
C (-1.044, 1.581, 0.598)  -0.112
C (-2.055, 1.788, -0.445)  -0.564
C (-1.606, 1.498, -1.770)  -0.248
C (-0.036, 0.120, -0.789)  0.844
H (0.811, -2.339, -2.885)  0.290
H (-0.071, -1.181, -3.041)  0.273
H (1.768, -2.672, 0.106)  0.151
H (1.392, -1.526, 3.090)  0.345
H (0.778, 1.576, 3.032)  0.337
H (-1.377, 2.190, 1.453)  0.240
H (-2.887, 2.606, -0.065)  0.223
H (-2.094, 1.781, -2.697)  0.379
N (0.472, -1.503, -2.250)  -0.387
N (-0.842, 0.513, -1.914)  -0.514
O (1.836, -2.023, 2.301)  -0.581
O (0.682, 0.596, 2.835)  -0.666

# 2
Density functional theory data (the ωB97M-V functional and the def2-TZVPD basis) for C9H8O as an isolated structure.

Orbital gap = 9.6 eV
Net charge = 0
DFT total energy = -422.8645 a.u.

Each line ends with the Mulliken charge.
Positions of all 18 atoms, in Å:
C (-2.081, -1.207, -0.142)  -0.521
C (-2.590, -0.007, 0.423)  -0.302
C (-0.769, -1.257, -0.685)  -0.989
C (-1.810, 1.162, 0.546)  -0.605
C (-0.077, -0.108, -0.611)  0.383
C (-0.571, 1.078, -0.076)  0.428
C (2.545, -0.531, 0.932)  -0.861
C (2.429, 0.288, -0.145)  -0.464
C (1.223, 0.679, -0.855)  0.642
O (0.554, 1.833, -0.360)  -0.477
H (-2.573, -2.093, -0.099)  0.461
H (-3.503, 0.121, 1.087)  0.279
H (-0.538, -2.061, -1.282)  0.501
H (-2.360, 2.194, 0.836)  0.244
H (3.530, -0.605, 1.335)  0.239
H (1.884, -1.144, 1.357)  0.393
H (3.298, 0.831, -0.344)  0.359
H (1.409, 0.826, -1.918)  0.291

# 3
Density functional theory data (the ωB97M-V functional and the def2-TZVPD basis) for one molecule with the formula C9H8O.

Orbital gap = 9.5 eV
SMILES = C#Cc1ccc(OC)cc1
Net charge = 0
DFT total energy = -422.8174 a.u.

Each line ends with the Mulliken charge.
Positions of all 18 atoms, in Å:
C (2.996, -0.807, 1.122)  -0.670
C (1.004, -0.613, -0.162)  0.842
C (-0.197, -1.448, -0.301)  -0.233
C (-1.360, -0.882, -0.405)  -0.281
C (-1.563, 0.515, -0.478)  0.432
C (-0.466, 1.305, -0.431)  -0.476
C (0.829, 0.765, -0.248)  -0.223
C (-2.891, 1.084, -0.704)  -1.489
C (-3.928, 1.534, -0.819)  0.661
H (3.855, -1.420, 1.480)  0.287
H (2.421, -0.956, 2.135)  0.259
H (3.271, 0.317, 1.089)  0.223
H (-0.129, -2.734, -0.161)  0.161
H (-2.404, -1.556, -0.433)  0.146
H (-0.577, 2.405, -0.522)  0.340
H (1.756, 1.487, -0.073)  0.078
H (-4.855, 2.194, -1.129)  0.374
O (2.237, -1.191, 0.039)  -0.430

# 4
Density functional theory data (the ωB97M-V functional and the def2-TZVPD basis) for one molecule with the formula C9H8OS.

Orbital gap = 8.9 eV
Net charge = 0
DFT total energy = -821.1060 a.u.

Each line ends with the Mulliken charge.
Positions of all 19 atoms, in Å:
C (1.724, -1.045, -0.166)  -0.431
C (0.640, -1.880, -0.143)  -0.699
C (1.608, 0.355, -0.073)  -0.537
C (-0.656, -1.349, -0.020)  0.791
C (0.417, 0.999, 0.047)  0.539
C (-0.869, -0.001, 0.060)  0.177
C (-1.912, -2.087, 0.006)  -0.784
C (-2.989, -1.313, 0.113)  -0.446
C (0.180, 2.456, 0.149)  -1.297
O (-3.089, 1.212, -0.808)  -0.584
S (-2.585, 0.447, 0.343)  0.304
H (2.714, -1.467, -0.260)  0.362
H (0.769, -2.949, -0.213)  0.369
H (2.515, 0.945, -0.096)  0.403
H (-1.930, -3.162, -0.083)  0.386
H (-4.015, -1.625, 0.152)  0.434
H (0.439, 2.809, 1.149)  0.273
H (0.804, 2.988, -0.568)  0.351
H (-0.864, 2.695, -0.040)  0.388

# 5
Density functional theory data (the ωB97M-V functional and the def2-TZVPD basis) for one molecule with the formula C9H9BrN2.

Orbital gap = 8.8 eV
SMILES = BrN1N=CC[C@@H]1c1ccccc1
Net charge = 0
DFT total energy = -3031.7639 a.u.

Each line ends with the Mulliken charge.
Positions of all 21 atoms, in Å:
C (2.895, -0.233, -0.244)  -0.311
C (2.259, 0.324, 0.870)  -0.519
C (2.135, -0.533, -1.386)  -0.783
C (0.950, 0.729, 0.806)  -0.333
C (0.799, -0.357, -1.287)  -0.414
C (0.202, 0.336, -0.289)  -0.023
C (-3.149, 0.884, 0.907)  -0.224
C (-2.139, -0.155, 0.485)  -0.586
C (-1.274, 0.637, -0.497)  0.295
N (-2.751, 2.060, 0.694)  -0.556
N (-1.546, 2.051, 0.020)  -0.060
Br (-1.364, 3.425, -1.362)  -0.067
H (3.974, -0.406, -0.099)  0.326
H (2.681, 0.638, 1.839)  0.302
H (2.619, -0.967, -2.193)  0.471
H (0.623, 1.278, 1.563)  0.613
H (0.166, -0.585, -2.086)  0.424
H (-3.995, 0.915, 1.543)  0.447
H (-1.570, -0.522, 1.374)  0.294
H (-2.706, -1.132, 0.135)  0.292
H (-1.824, 0.533, -1.520)  0.413

# 6
Density functional theory data (the ωB97M-V functional and the def2-TZVPD basis) for C9H9BrN2S as an isolated structure.

Orbital gap = 8.5 eV
Net charge = 0
DFT total energy = -3430.0804 a.u.

Each line ends with the Mulliken charge.
Positions of all 22 atoms, in Å:
C (3.435, -0.177, 0.277)  -1.307
C (1.959, 0.107, 0.512)  0.203
Br (1.387, -0.716, 2.203)  -0.163
C (1.090, -0.358, -0.649)  -1.099
C (-0.388, -0.311, -0.410)  0.405
C (-1.171, -1.416, -0.313)  -0.528
C (-2.574, -1.335, -0.060)  -0.656
C (-3.206, -0.147, 0.109)  -0.682
C (-2.430, 1.036, 0.015)  0.668
N (-2.859, 2.290, 0.151)  -0.652
S (-1.595, 3.234, -0.100)  0.148
N (-0.432, 2.144, -0.300)  -0.558
C (-1.027, 0.952, -0.249)  0.804
H (3.578, -1.130, -0.228)  0.326
H (3.874, 0.630, -0.307)  0.334
H (3.971, -0.218, 1.222)  0.406
H (1.796, 1.169, 0.661)  0.355
H (1.301, 0.332, -1.473)  0.332
H (1.391, -1.355, -0.967)  0.492
H (-0.703, -2.385, -0.420)  0.379
H (-3.135, -2.256, 0.011)  0.369
H (-4.263, -0.089, 0.316)  0.424

# 7
Density functional theory data (the ωB97M-V functional and the def2-TZVPD basis) for a 2-piece molecular cluster, C9H9Cl2FN2O4 overall.

Orbital gap = 9.4 eV
SMILES = CCOC(=O)[C@@H](F)[N+](=O)[O-].Clc1cccc(Cl)n1
Net charge = 0
DFT total energy = -1778.9529 a.u.

Each line ends with the Mulliken charge.
Positions of all 27 atoms, in Å:
C (0.128, 0.766, 3.845)  -1.159
C (-0.776, -0.278, 3.204)  -0.138
O (-0.993, -0.096, 1.735)  -0.300
C (-1.952, -0.834, 1.146)  0.565
C (-1.889, -0.849, -0.381)  0.114
N (-3.304, -0.761, -1.123)  0.844
O (-3.511, 0.237, -1.844)  -0.552
O (-4.028, -1.740, -1.018)  -0.462
O (-2.739, -1.536, 1.740)  -0.516
H (0.124, 0.536, 4.917)  0.370
H (1.174, 0.693, 3.530)  0.308
H (-0.245, 1.787, 3.732)  0.321
H (-0.320, -1.268, 3.323)  0.267
H (-1.754, -0.281, 3.700)  0.302
H (-1.237, -0.057, -0.778)  0.287
Cl (2.725, -3.445, 2.232)  -0.179
C (3.499, -3.867, 0.742)  0.425
N (3.511, -2.887, -0.158)  -0.483
F (-1.367, -2.030, -0.849)  -0.255
C (3.777, -3.259, -1.416)  0.391
Cl (3.419, -2.091, -2.588)  -0.173
C (4.276, -4.531, -1.753)  -0.416
C (4.517, -5.454, -0.732)  -0.256
C (3.992, -5.164, 0.517)  -0.449
H (4.455, -4.749, -2.801)  0.362
H (5.089, -6.361, -0.914)  0.397
H (3.960, -5.874, 1.325)  0.387

# 8
Density functional theory data (the ωB97M-V functional and the def2-TZVPD basis) for a 2-piece molecular cluster, C9H9Cl2N2O4S overall.

Orbital gap = 7.4 eV
Net charge = +1
DFT total energy = -2076.8954 a.u.

Each line ends with the Mulliken charge.
Positions of all 27 atoms, in Å:
C (-0.931, 2.900, 1.992)  -1.422
C (0.067, 1.812, 2.174)  0.716
Cl (1.395, 1.825, 1.117)  -0.095
C (-0.094, 0.819, 3.058)  0.179
Cl (-1.460, 0.671, 4.072)  -0.130
S (0.929, -0.582, 3.272)  0.300
O (2.436, -0.215, 3.013)  -0.375
N (2.992, 1.006, 4.022)  0.516
O (3.869, 0.649, 4.576)  -0.095
H (-0.481, 3.756, 1.502)  0.409
H (-1.330, 3.216, 2.954)  0.432
H (-1.746, 2.506, 1.382)  0.327
H (0.657, -1.223, 2.107)  0.191
C (-0.379, -1.330, -4.405)  -0.458
C (-0.176, -2.473, -3.642)  -0.465
C (-0.224, -2.402, -2.261)  -0.406
C (-0.480, -1.176, -1.675)  0.294
C (-0.682, -0.023, -2.413)  -0.278
C (-0.629, -0.109, -3.793)  -0.523
N (-0.548, -1.099, -0.216)  1.013
O (-0.337, -2.107, 0.434)  -0.696
O (-0.790, -0.023, 0.304)  -0.497
H (-0.345, -1.393, -5.484)  0.397
H (0.018, -3.421, -4.122)  0.387
H (-0.069, -3.281, -1.654)  0.447
H (-0.878, 0.918, -1.923)  0.450
H (-0.785, 0.778, -4.390)  0.382

# 9
Density functional theory data (the ωB97M-V functional and the def2-TZVPD basis) for C9H9Cl5OsSbTe as an isolated structure.

Orbital gap (alpha / beta) = 8.4 / 6.3 eV
Net charge = +1
DFT total energy = -3247.8870 a.u.
Spin multiplicity = 5

Each line ends with the Mulliken charge.
Positions of all 26 atoms, in Å:
Os (-0.294, -0.057, -0.120)  0.512
Cl (2.097, 0.269, -0.036)  -0.218
C (1.573, 1.993, -0.004)  0.957
C (0.194, 2.017, -0.031)  -0.945
C (-0.328, 3.303, -0.033)  1.109
Cl (-2.048, 3.539, -0.087)  -0.250
C (0.494, 4.438, 0.002)  -0.580
Cl (-0.196, 6.006, 0.005)  -0.144
C (1.888, 4.310, 0.036)  0.908
Cl (2.898, 5.685, 0.082)  -0.143
C (2.464, 3.036, 0.030)  -0.786
Cl (4.147, 2.761, 0.061)  -0.144
C (-3.925, -1.815, 0.002)  -1.305
Sb (-2.952, 0.058, -0.032)  0.867
C (-3.898, 0.935, -1.695)  -1.094
C (-3.818, 0.932, 1.677)  -1.087
H (-4.999, -1.636, 0.059)  0.407
H (-3.609, -2.389, 0.871)  0.379
H (-3.703, -2.375, -0.905)  0.384
H (-4.970, 0.862, -1.520)  0.365
H (-3.634, 0.366, -2.585)  0.382
H (-3.601, 1.971, -1.818)  0.330
H (-4.897, 0.861, 1.547)  0.362
H (-3.513, 1.965, 1.793)  0.334
H (-3.518, 0.357, 2.551)  0.381
Te (-0.395, -2.606, -0.274)  0.018

# 10
Density functional theory data (the ωB97M-V functional and the def2-TZVPD basis) for C9H9ClN2S3 as an isolated structure.

Orbital gap = 8.0 eV
Net charge = 0
DFT total energy = -2112.6167 a.u.

Each line ends with the Mulliken charge.
Positions of all 24 atoms, in Å:
S (1.776, -2.078, 0.815)  -0.275
C (2.372, -0.357, 0.855)  -0.554
C (2.195, 0.213, -0.556)  -0.586
C (1.009, 1.187, -0.604)  -1.252
C (-0.352, 0.560, -0.442)  0.793
C (-1.002, -0.182, -1.390)  -0.110
S (-0.395, -0.419, -3.042)  -0.228
C (-2.308, -0.724, -1.117)  0.265
Cl (-3.126, -1.651, -2.315)  -0.201
C (-2.937, -0.515, 0.063)  -0.860
C (-2.301, 0.269, 1.041)  0.600
N (-2.787, 0.592, 2.242)  -0.696
S (-1.677, 1.492, 2.955)  0.154
N (-0.543, 1.511, 1.819)  -0.546
C (-1.021, 0.796, 0.797)  0.352
H (1.716, -2.392, 2.116)  0.130
H (3.424, -0.358, 1.120)  0.406
H (1.822, 0.210, 1.594)  0.368
H (3.085, 0.776, -0.812)  0.392
H (2.047, -0.575, -1.275)  0.274
H (1.019, 1.798, -1.505)  0.452
H (1.152, 1.865, 0.228)  0.512
H (0.742, -1.096, -2.858)  0.138
H (-3.911, -0.923, 0.270)  0.472

# 11
Density functional theory data (the ωB97M-V functional and the def2-TZVPD basis) for C9H9CoNO4 as an isolated structure.

Orbital gap (alpha / beta) = 10.0 / 5.6 eV
Net charge = +2
DFT total energy = -2086.0178 a.u.
Spin multiplicity = 4

Each line ends with the Mulliken charge.
Positions of all 24 atoms, in Å:
Co (0.276, -0.660, 0.053)  0.624
C (0.689, 0.967, 0.517)  0.438
O (0.890, 2.065, 0.797)  -0.085
C (1.535, -1.816, 0.484)  0.311
O (2.269, -2.678, 0.726)  -0.088
C (0.292, -0.631, -1.711)  0.305
O (0.304, -0.740, -2.864)  -0.094
C (-1.051, -1.089, 1.122)  0.297
O (-1.950, -1.399, 1.779)  -0.092
C (-2.132, -2.827, -1.372)  -0.465
H (-2.982, -2.628, -0.710)  0.313
H (-2.196, -2.389, -2.374)  0.313
C (-1.113, -3.603, -1.001)  -0.573
H (-0.285, -3.845, -1.682)  0.359
H (-1.076, -4.082, -0.013)  0.361
C (-1.840, 4.612, -0.888)  -1.081
C (-2.814, 3.421, -0.864)  -0.200
C (-2.172, 2.125, -0.699)  0.185
N (-1.759, 1.040, -0.663)  -0.387
H (-1.106, 4.532, -0.080)  0.323
H (-2.391, 5.549, -0.758)  0.339
H (-1.309, 4.653, -1.845)  0.319
H (-3.525, 3.572, -0.042)  0.285
H (-3.406, 3.366, -1.790)  0.291

# 12
Density functional theory data (the ωB97M-V functional and the def2-TZVPD basis) for C9H9FeO6 as an isolated structure.

Orbital gap (alpha / beta) = 7.6 / 5.3 eV
Net charge = +2
DFT total energy = -2062.5227 a.u.
Spin multiplicity = 6

Each line ends with the Mulliken charge.
Positions of all 25 atoms, in Å:
O (-0.106, 2.473, -1.288)  -0.209
C (-0.102, 1.350, -1.582)  0.178
Fe (-0.115, -0.408, -1.964)  0.267
C (-0.085, -2.128, -1.472)  -0.009
O (-0.083, -3.283, -1.417)  -0.186
C (-0.108, -0.578, -3.844)  0.152
O (-0.191, -1.406, -4.689)  -0.236
C (1.681, -0.398, -1.826)  0.615
O (2.827, -0.378, -1.698)  -0.192
C (-1.885, -0.434, -1.750)  0.631
O (-3.046, -0.423, -1.642)  -0.207
H (-0.015, 0.605, -3.812)  0.326
C (-0.378, 1.226, 2.542)  -0.640
C (0.819, 0.313, 2.890)  -0.614
C (1.139, -0.263, 1.519)  -0.346
O (-0.147, -0.440, 0.878)  -0.007
C (-1.148, 0.351, 1.559)  -0.228
H (-0.980, 1.562, 3.385)  0.415
H (-0.011, 2.115, 2.003)  0.275
H (0.448, -0.519, 3.498)  0.307
H (1.649, 0.803, 3.405)  0.395
H (1.736, 0.470, 0.952)  0.362
H (1.634, -1.243, 1.515)  0.298
H (-1.890, -0.308, 2.057)  0.314
H (-1.641, 0.942, 0.782)  0.339

| no. | maximum force (eV Å⁻¹) |
| --- | --- |
| 1 | 11.3 |
| 2 | 4.9 |
| 3 | 11.7 |
| 4 | 5.7 |
| 5 | 4.3 |
| 6 | 0.4 |
| 7 | 2.6 |
| 8 | 1.2 |
| 9 | 0.5 |
| 10 | 1.0 |
| 11 | 9.7 |
| 12 | 10.7 |